(1)
Entry from OMol25: 10 unconnected molecules or ions with the total composition C58H130BF6N7O6S2 (ωB97M-V/def2-TZVPD).

HOMO-LUMO gap: 7.2 eV
Energy: -123581.47148 eV
Charge: +4
Spin multiplicity: 1

```
210
C58H130BF6N7O6S2 | OMol25 | ωB97M-V/def2-TZVPD
B -0.97212 -1.00536 0.36022
H -0.18112 -1.05873 -0.37171
H -1.86224 -1.42623 -0.08114
H -0.60144 -1.62520 1.16187
H -1.11631 0.01107 0.69236
C -3.62581 -5.48653 -0.62772
C -3.48701 -5.31882 0.86479
C -3.03365 -3.90522 1.34298
N -2.63508 -3.85843 2.81897
C -1.12084 -4.27729 2.95633
C -3.43207 -4.68909 3.84819
C -4.69034 -3.83274 4.19258
C -4.28447 -2.41117 3.79255
C -2.85112 -2.41156 3.32300
H -4.04680 -6.43283 -0.96737
H -2.64436 -5.44994 -1.10050
H -4.29549 -4.69859 -0.97236
H -2.86854 -6.09028 1.32352
H -4.46890 -5.50502 1.29990
H -3.87191 -3.21411 1.25476
H -2.21762 -3.45025 0.78155
H -0.49218 -3.66921 2.30584
H -1.06188 -5.34312 2.73580
H -0.74531 -4.09600 3.96341
H -2.76211 -4.84441 4.69385
H -3.63513 -5.66549 3.40829
H -4.95445 -3.98405 5.23922
H -5.47121 -4.29830 3.59125
H -4.33073 -1.80808 4.69932
H -4.95847 -2.02423 3.02828
H -2.13084 -2.27959 4.13038
H -2.49127 -1.78745 2.50502
C 0.49330 -0.92409 5.59773
C 1.26863 -0.94982 4.28616
C 1.07509 0.30332 3.31707
N 2.23632 0.53204 2.26452
C 3.63444 0.92760 2.90009
C 2.47732 -0.73520 1.35501
C 2.58389 -0.14373 -0.09316
C 2.34915 1.39333 -0.06098
C 1.80870 1.71593 1.33840
H -0.58579 -1.02405 5.48085
H 0.76759 -0.07853 6.22853
H 0.59467 -1.86496 6.13864
H 1.07853 -1.82528 3.66525
H 2.33804 -1.05715 4.46766
H 0.97740 1.27498 3.80126
H 0.24617 0.09710 2.63997
H 3.53829 1.79166 3.55755
H 4.29317 1.10597 2.05016
H 3.92580 0.04816 3.47438
H 3.30076 -1.39631 1.62519
H 1.56969 -1.33755 1.31660
H 3.54918 -0.38089 -0.54044
H 1.80983 -0.63597 -0.68191
H 3.37681 1.75637 -0.07589
H 1.69930 1.78465 -0.84371
H 2.04966 2.65696 1.83287
H 0.72405 1.62015 1.38808
C 2.62681 4.97592 -0.94841
C 1.27209 4.73718 -1.64276
C 1.46092 4.19693 -3.04837
N 0.24882 3.50577 -3.74115
C -0.03798 2.13435 -3.10765
C 0.64519 3.32005 -5.22140
C 0.26482 4.71881 -5.84951
C -0.68719 5.43936 -4.90156
C -0.94700 4.50866 -3.74994
H 3.13672 5.71192 -1.57002
H 3.26591 4.09312 -0.96621
H 2.61964 5.37262 0.06681
H 0.76474 5.69859 -1.72272
H 0.57755 4.15545 -1.03670
H 2.28920 3.49162 -3.11604
H 1.67527 5.06264 -3.67503
H -0.25989 2.45366 -2.08936
H 0.83190 1.48260 -3.18906
H -0.93951 1.67661 -3.51487
H -0.01653 2.55719 -5.63161
H 1.57201 2.78442 -5.42680
H -0.28810 4.49036 -6.76066
H 1.01513 5.40908 -6.23507
H -1.58616 5.80712 -5.39625
H -0.15020 6.35204 -4.64322
H -1.83060 3.89070 -3.90953
H -1.09818 4.88929 -2.73981
C 0.75179 -4.60477 -0.99923
C 0.02335 -4.04757 -2.22281
C 0.84101 -2.97843 -2.98005
N 0.15266 -2.55413 -4.32498
C -1.18117 -1.74913 -4.06304
C 0.08947 -3.69922 -5.32874
C 0.98997 -3.27625 -6.53481
C 1.94262 -2.28181 -5.92939
C 1.07801 -1.51725 -5.03545
H 0.06892 -5.04733 -0.27401
H 1.13623 -3.68711 -0.55402
H 1.58088 -5.30014 -1.13026
H -0.90410 -3.60406 -1.86052
H -0.27138 -4.85680 -2.89093
H 1.87194 -3.27661 -3.17080
H 0.78156 -2.10414 -2.33183
H -1.58524 -1.51276 -5.04739
H -0.88726 -0.83950 -3.53930
H -1.91714 -2.31730 -3.49415
H -0.92900 -3.96304 -5.61373
H 0.51354 -4.63255 -4.95841
H 0.43435 -2.82639 -7.35761
H 1.45622 -4.21893 -6.82128
H 2.39489 -1.71341 -6.74209
H 2.79389 -2.70436 -5.39564
H 0.43810 -0.89933 -5.66537
H 1.57638 -0.92810 -4.26563
C -6.10096 1.52230 1.98020
C -5.55605 1.32920 0.56226
C -5.14457 -0.18547 0.26444
N -4.80381 -0.41986 -1.28271
C -3.56987 0.44864 -1.59150
C -4.55148 -1.89926 -1.75329
C -5.23310 -2.09593 -3.12869
C -5.79748 -0.70911 -3.55496
C -5.95416 0.03344 -2.25421
H -6.65413 2.45361 2.10171
H -5.41583 1.39486 2.81834
H -6.78374 0.70165 2.20031
H -4.72656 2.03418 0.61755
H -6.27304 1.65014 -0.19340
H -5.93951 -0.90744 0.45133
H -4.26849 -0.34033 0.89421
H -2.82694 0.40597 -0.79505
H -3.83236 1.50290 -1.67939
H -3.10297 0.17693 -2.53822
H -3.49563 -2.08454 -1.55591
H -5.03927 -2.55192 -1.02927
H -4.45899 -2.37038 -3.84530
H -5.92889 -2.93481 -3.14539
H -5.13909 -0.23439 -4.28246
H -6.72067 -0.88772 -4.10625
H -6.05827 1.11800 -2.22260
H -6.81444 -0.41943 -1.76134
C 4.33410 -3.31984 -1.28540
C 5.40952 -2.87238 -0.37728
C 6.25216 -1.72807 -0.91751
N 7.23231 -1.04154 0.12388
C 6.64418 -0.84152 1.55898
C 7.79067 0.31405 -0.42253
C 8.87729 -0.06314 -1.41836
C 9.38694 -1.45126 -0.97259
C 8.54050 -1.90777 0.18467
H 4.87945 -3.95118 -1.98690
H 3.79257 -2.51029 -1.77477
H 3.45626 -3.71025 -0.77054
H 6.08130 -3.67370 -0.06955
H 4.94250 -2.47135 0.52225
H 5.76003 -0.89363 -1.41712
H 6.85987 -2.12419 -1.73108
H 5.56963 -0.68692 1.46135
H 7.16644 -0.07663 2.13370
H 6.87837 -1.83687 1.93652
H 8.08880 0.99955 0.37076
H 7.02055 0.87132 -0.95589
H 9.58173 0.76829 -1.39414
H 8.56392 -0.16257 -2.45759
H 10.44760 -1.46530 -0.72179
H 9.14909 -2.20830 -1.71987
H 9.09130 -1.72471 1.10728
H 8.19560 -2.94177 0.18442
C -2.24041 1.11308 3.58601
C -1.80713 2.42915 2.95126
C -1.26775 3.43915 3.94068
N -1.02564 4.88693 3.27667
C -0.14589 4.71356 2.05424
C -2.36839 5.54576 2.93968
C -2.80147 6.14685 4.22825
C -1.54724 6.82327 4.64697
C -0.39650 5.83945 4.32439
H -2.65014 0.50371 2.78048
H -2.95917 1.30192 4.38341
H -1.44354 0.51175 4.02363
H -2.60064 2.87518 2.35168
H -1.10530 2.18106 2.15503
H -0.22922 3.24486 4.20862
H -1.82685 3.56306 4.86812
H 0.12600 5.66845 1.60439
H -0.59274 4.05917 1.30576
H 0.77350 4.21034 2.35356
H -2.11492 6.37623 2.28076
H -3.08235 4.85350 2.49344
H -3.62810 6.84931 4.12177
H -3.14280 5.47497 5.01576
H -1.39563 7.78660 4.16003
H -1.51075 7.03831 5.71492
H 0.47253 6.20099 3.77469
H -0.08912 5.23975 5.18111
C 3.47037 -4.63562 3.33211
F 2.75092 -4.27769 4.37962
F 3.67156 -5.94485 3.26466
F 2.80475 -4.19502 2.28651
S 5.14923 -3.70600 3.55487
O 6.06638 -4.15541 2.52914
O 4.86179 -2.27451 3.39948
O 5.64827 -4.02583 4.90720
C -4.83001 4.69895 -2.49906
F -5.62376 5.74780 -2.51853
F -5.53766 3.60753 -2.80537
F -3.88791 4.85516 -3.48649
S -3.94321 4.76584 -0.69338
O -5.00760 4.42750 0.21981
O -2.98826 3.63964 -0.69813
O -3.31220 6.07977 -0.58391
```


(2)
Entry from OMol25: a molecular structure, C58H138BN10O25Sr (ωB97M-V/def2-TZVPD).

HOMO-LUMO gap: 5.7 eV
Energy: -129976.45169 eV
Charge: +1
Spin multiplicity: 1

```
233
C58H138BN10O25Sr | OMol25 | ωB97M-V/def2-TZVPD
Sr -2.96980 3.23793 3.72072
O -1.64812 2.16748 1.57065
C -0.81381 1.42443 1.12342
O -0.57630 0.19952 1.46222
B 0.44820 -0.39253 0.56479
O 0.94899 0.75605 -0.20067
C 0.13609 1.79587 -0.04233
O 0.09183 2.74056 -0.76622
O -0.18909 -1.42179 -0.24023
C 0.44699 -2.56261 -0.01927
O 0.24584 -3.60041 -0.57142
C 1.46662 -2.34269 1.11593
O 1.46867 -1.05866 1.41683
O 2.12993 -3.19251 1.63498
C 0.33101 2.03458 4.29938
O -1.04376 1.74931 4.26335
C -1.31447 0.54897 5.03444
C -2.55735 -0.15684 4.53915
N -3.72474 0.74962 4.60950
C -4.93876 0.28019 3.88132
C -4.79400 0.60116 2.40305
O -4.72594 2.01107 2.26357
C -5.14034 2.37576 0.92897
H 1.02667 1.24111 4.00466
H 0.74134 2.26759 5.29471
H 0.47368 2.92658 3.68653
H -1.38116 0.81677 6.08907
H -0.54688 -0.19281 4.79777
H -2.73326 -1.02312 5.18846
H -2.42953 -0.64570 3.57336
H -4.09454 0.78183 5.55562
H -5.64099 1.00798 4.29798
H -5.16967 -0.76414 4.09147
H -5.56608 0.09893 1.81422
H -3.89235 0.10351 2.02019
H -5.18372 3.46106 0.81576
H -6.17805 2.06154 0.82832
H -4.37227 2.05404 0.22738
C -3.21862 3.80676 -1.38704
O -3.98117 4.92349 -0.92200
C -4.82613 5.47632 -1.92292
C -6.32936 5.16319 -1.81324
N -6.59401 3.71597 -1.71930
C -8.04644 3.48798 -1.61680
C -8.29060 2.01546 -1.46813
O -7.89255 1.32372 -2.64259
C -8.62690 0.12199 -2.85549
H -2.70238 3.31387 -0.56550
H -2.46087 4.09694 -2.11704
H -3.86240 3.07433 -1.87191
H -4.43488 5.18292 -2.89857
H -4.76438 6.56495 -1.87196
H -6.77068 5.59205 -2.71896
H -6.71608 5.61408 -0.89995
H -6.34230 3.27166 -2.59972
H -8.53213 3.76923 -2.56059
H -8.40551 4.02131 -0.73662
H -9.36367 1.87535 -1.28726
H -7.75898 1.59569 -0.60880
H -9.67633 0.42704 -2.93585
H -8.44176 -0.63398 -2.09512
H -8.38883 -0.20618 -3.86645
C 2.96730 6.21042 -3.69024
O 1.92921 6.95138 -3.07809
C 1.27325 6.27494 -2.02432
C 2.13372 6.19017 -0.78785
N 1.35367 5.53209 0.26170
C 2.02245 5.60795 1.57538
C 3.14413 4.57385 1.74129
O 2.70006 3.37723 1.12583
C 3.58187 2.28909 1.27993
H 3.84173 6.10553 -3.04051
H 3.30770 6.75736 -4.56562
H 2.70382 5.18977 -3.98596
H 0.89480 5.31439 -2.38751
H 0.39253 6.85442 -1.72653
H 2.42755 7.17447 -0.43018
H 2.93758 5.48800 -1.05235
H 1.31776 4.52510 0.12487
H 1.23699 5.35045 2.29403
H 2.27525 6.65615 1.73815
H 3.42573 4.51980 2.79650
H 4.02887 4.89105 1.17907
H 4.59526 2.49763 0.91678
H 3.27256 1.49605 0.59902
H 3.62753 1.90057 2.29835
C -3.14502 -2.36104 0.93400
O -3.08874 -2.75900 2.27995
C -1.77040 -2.93725 2.78112
C -1.94153 -3.58226 4.16176
N -0.68407 -3.69818 4.89822
C 0.46315 -4.08182 4.07095
C 1.50904 -4.71326 4.97354
O 0.95215 -5.73313 5.76755
C 1.93349 -6.50945 6.41203
H -2.62779 -1.40901 0.75667
H -4.17787 -2.05497 0.74163
H -2.84391 -3.19721 0.29871
H -1.11616 -2.05702 2.75448
H -1.27680 -3.63309 2.09112
H -2.49132 -4.51846 4.02536
H -2.62089 -2.93827 4.72777
H -0.75851 -4.43035 5.59620
H 0.89996 -3.20845 3.58515
H 0.15402 -4.80915 3.30921
H 1.99740 -3.95471 5.59684
H 2.28485 -5.14137 4.32711
H 2.47499 -7.18045 5.73712
H 1.47935 -7.10330 7.20030
H 2.70125 -5.85408 6.83873
C 3.53496 -0.03331 -2.15181
O 3.99904 0.99407 -3.00854
C 3.14697 1.36920 -4.09225
C 1.83619 1.97303 -3.64693
N 1.23189 2.59050 -4.84568
C 0.08072 3.41486 -4.51073
C -0.87921 3.51937 -5.67575
O -1.29214 2.20803 -6.03123
C -2.02905 2.16432 -7.23066
H 3.80275 -1.04531 -2.47668
H 2.44354 -0.02582 -2.12795
H 3.96797 0.13246 -1.16821
H 2.99384 0.54197 -4.79041
H 3.70614 2.21535 -4.48739
H 2.00653 2.74706 -2.89275
H 1.13216 1.28154 -3.16794
H 0.91370 1.79950 -5.39889
H 0.45353 4.40576 -4.23315
H -0.45614 3.08576 -3.60605
H -0.24351 3.93793 -6.46441
H -1.70734 4.17674 -5.39895
H -2.97343 2.71892 -7.14698
H -2.26969 1.12080 -7.42262
H -1.58043 2.60148 -8.12752
C 3.38089 -10.44164 -5.16677
O 3.87969 -9.79180 -4.00134
C 5.11763 -10.34535 -3.61007
C 5.70450 -9.41837 -2.53892
N 4.77807 -9.15721 -1.47766
C 5.23249 -8.13456 -0.54989
C 4.14734 -7.63689 0.38863
O 3.11719 -7.20345 -0.50069
C 2.22072 -6.23014 -0.03871
H 4.12459 -10.40624 -5.96333
H 2.46933 -9.92332 -5.46037
H 3.07856 -11.46040 -4.90693
H 5.83873 -10.46764 -4.42654
H 4.94363 -11.35447 -3.21327
H 6.03845 -8.51529 -3.07757
H 6.63867 -9.88470 -2.21013
H 3.91409 -8.78958 -1.86125
H 5.51862 -7.26935 -1.17118
H 6.14810 -8.41606 -0.02149
H 4.57132 -6.74598 0.86625
H 3.68799 -8.33118 1.09439
H 1.64095 -5.79523 -0.85507
H 2.73825 -5.35034 0.35536
H 1.48469 -6.66989 0.64201
C 11.15167 2.20477 7.19600
O 11.18791 2.07939 5.79713
C 9.97160 1.62530 5.24044
C 10.17636 1.50900 3.74672
N 8.86912 1.45778 3.07235
C 8.19507 0.18608 3.07491
C 6.87360 0.23516 2.29705
O 6.22686 -1.00056 2.29915
C 4.93005 -0.91982 1.81724
H 10.30738 2.82092 7.54739
H 12.05701 2.62706 7.61387
H 10.83138 1.24333 7.62094
H 9.19965 2.37278 5.44300
H 9.68330 0.63832 5.61768
H 10.81166 0.65249 3.48364
H 10.72697 2.32423 3.27626
H 8.96801 1.79216 2.12348
H 8.01744 -0.21044 4.07644
H 8.79274 -0.60625 2.59310
H 7.07400 0.62418 1.29202
H 6.31150 1.01482 2.83061
H 4.88914 -0.43561 0.83113
H 4.25453 -0.29673 2.42879
H 4.33623 -1.83344 1.77898
C -1.65898 6.64029 0.72092
C -1.76515 5.59673 1.82727
C -1.28608 6.14570 3.20074
O -1.06409 4.96270 4.00735
C -0.44512 5.33517 5.23414
N -3.18398 5.14911 1.93274
H -0.64388 7.03793 0.69979
H -2.40605 7.41616 0.88900
H -1.74214 6.16199 -0.25360
H -1.16328 4.72139 1.57545
H -2.10584 6.69666 3.66927
H -0.40067 6.75535 3.03224
H -0.86138 6.26305 5.63622
H 0.62642 5.48541 5.07973
H -0.58677 4.56691 5.99663
H -3.44045 5.00015 0.94990
H -3.81417 5.89839 2.21312
C -4.85012 -5.79379 -5.05539
C -4.61232 -4.56905 -4.10695
C -3.12269 -4.32681 -3.87683
O -2.41268 -5.51014 -3.63728
C -1.12904 -5.26470 -3.10776
N -5.25045 -3.40337 -4.74009
H -4.27509 -5.66241 -5.97317
H -5.89960 -5.91220 -5.30996
H -4.45083 -6.61844 -4.46739
H -5.01509 -4.85790 -3.13251
H -3.18109 -3.62325 -3.03435
H -2.80025 -3.72962 -4.74019
H -1.10222 -4.66924 -2.19028
H -0.54793 -4.66532 -3.81928
H -0.62592 -6.20112 -2.87750
H -4.66408 -3.29899 -5.56974
H -5.01801 -2.55160 -4.22789
C -1.68505 -0.09898 -2.91127
C -3.07479 0.18506 -3.46176
C -4.19328 -0.05853 -2.44891
O -4.57833 -1.40841 -2.38535
C -5.64940 -1.63026 -1.50691
N -3.09758 1.59244 -3.86926
H -1.67565 -1.14859 -2.59293
H -1.47143 0.44291 -1.98696
H -0.88147 0.01681 -3.63566
H -3.20303 -0.49832 -4.31111
H -5.04354 0.58516 -2.71348
H -3.84874 0.30837 -1.47131
H -5.67061 -0.97070 -0.62814
H -5.74219 -2.68407 -1.26031
H -6.54873 -1.28536 -2.04028
H -3.98836 1.72968 -4.35034
H -2.42729 1.89135 -4.58370
```